No. 1
The following is a quantum chemistry calculation of 10 unconnected molecules or ions with the total composition C25H75N15O10, from the Open Molecules 2025 dataset.

Its spin multiplicity is 2. As for the frontier orbital gap (alpha / beta): 8.7 / 3.1 eV. Its energy above the lowest of the compared OMol25 structures with the same formula, charge and spin is 0.491 eV. The calculation puts the calculated total energy at -2570.946868 hartree. As for the maximum force: 0.1440 Eh/bohr. Its net charge is +1.

Geometry as XYZ:
```
125
Properties=species:S:1:pos:R:3:forces:R:3:mulliken_spin:R:1
O -13.675 16.706 19.453 0.189 0.758 0.021 0.000
N -7.681 15.943 21.780 -0.243 -0.999 1.193 0.000
C -12.705 17.046 25.842 2.257 -1.444 -0.734 0.000
H -12.615 16.159 27.832 -0.012 0.315 0.137 0.000
H -11.942 16.132 23.981 0.007 -0.429 0.119 0.000
H -8.565 8.240 22.534 -0.070 -0.080 -0.483 -0.004
C -10.634 18.932 19.277 1.711 -1.461 0.793 0.000
H -8.205 12.429 23.753 0.061 -0.378 0.121 -0.006
C -11.984 17.102 24.475 -0.488 -0.029 0.308 0.000
N -6.252 12.825 27.753 0.033 1.167 -0.681 0.000
H -14.255 13.673 26.116 0.201 -0.184 -0.129 0.001
H -4.952 15.685 26.381 -0.404 0.232 0.005 0.000
C -8.718 13.096 24.446 -0.217 0.865 1.312 0.006
H -10.043 16.385 18.166 0.313 -0.116 0.642 0.000
C -9.319 18.377 18.782 0.629 0.120 -1.584 0.000
H -4.145 14.215 26.475 0.051 -0.528 0.237 0.000
C -15.582 13.128 21.354 -1.440 0.349 1.258 0.000
N -13.880 12.735 26.084 -4.298 0.082 4.942 0.002
H -11.749 10.988 17.519 -0.058 0.389 0.418 0.000
H -12.562 17.755 23.822 -0.395 0.079 -0.277 0.000
H -7.030 15.420 19.401 -0.189 -0.098 -0.142 0.000
C -5.151 15.583 21.591 -2.477 -1.237 1.310 0.000
H -3.820 17.015 24.213 0.400 0.299 -0.296 0.000
N -10.498 9.321 18.577 1.505 -3.383 -0.324 0.000
H -12.062 13.266 23.699 -0.220 -0.420 0.055 0.002
H -9.765 12.864 24.637 0.025 -0.596 0.013 0.003
H -9.910 17.450 16.900 -0.353 0.715 0.014 0.000
O -10.735 17.645 24.642 2.193 0.514 0.235 0.000
H -10.374 19.669 20.037 -0.192 0.576 0.246 0.000
H -6.115 13.929 19.612 -0.048 -0.125 -0.034 0.000
H -9.251 14.299 21.431 0.230 -0.201 0.443 0.001
O -12.703 11.168 25.106 1.569 -3.628 -0.982 0.029
N -12.710 13.325 24.472 2.375 2.352 -3.889 0.001
N -13.972 14.761 18.422 0.964 -2.136 -0.204 0.000
H -8.580 18.791 20.507 0.700 0.085 0.648 0.000
H -9.896 8.618 18.980 -0.223 0.137 -0.225 0.000
H -8.790 14.070 23.962 0.310 0.273 -0.148 -0.001
N -11.532 11.184 18.486 -2.063 2.780 -0.940 0.000
H -9.482 16.224 23.735 -0.556 -0.268 -0.260 0.000
H -11.676 16.031 20.079 -0.193 0.035 0.003 0.000
H -17.760 8.683 19.789 0.000 -0.283 -0.564 0.000
H -10.100 12.727 21.554 0.508 0.237 -0.305 -0.005
H -13.349 14.405 19.133 -0.021 -1.029 -0.023 0.000
C -6.626 14.986 21.498 0.523 1.070 -2.552 0.000
H -3.127 15.498 23.617 0.445 0.106 0.019 0.000
H -7.091 12.483 27.305 -0.066 -1.617 0.617 0.000
C -10.864 10.383 19.250 0.328 0.533 -0.514 0.000
H -10.873 10.595 22.415 -0.578 0.284 -0.766 -0.005
C -18.151 10.268 21.059 -0.210 0.909 -0.252 0.000
C -11.123 14.212 20.755 -0.441 1.614 -0.913 0.000
C -6.243 14.083 26.997 -1.112 0.150 -0.378 0.000
O -9.495 8.906 24.663 -0.224 0.033 1.797 0.235
H -4.608 15.074 27.969 0.038 -0.261 0.039 0.000
H -10.801 9.212 17.620 0.267 -0.228 0.372 0.000
N -13.923 16.369 25.603 -1.675 -0.477 -0.011 0.000
H -6.709 14.083 22.104 0.162 0.257 0.522 0.000
H -11.014 16.466 27.139 -0.076 0.412 0.197 0.000
H -14.382 16.415 26.501 -0.871 -0.254 -0.143 0.000
H -10.050 15.883 20.746 -0.185 0.533 -0.152 0.000
O -11.316 19.437 18.221 -1.996 0.391 -0.702 0.000
N -10.580 10.348 23.350 -1.981 2.724 1.517 0.718
H -19.958 10.482 21.931 -0.440 -0.494 -0.430 0.000
H -18.650 9.965 18.938 0.143 0.236 0.098 0.000
C -12.644 19.851 18.634 0.949 -0.118 0.332 0.000
H -15.468 13.259 20.278 -0.261 -0.033 0.026 0.000
H -8.761 17.734 24.045 -0.209 0.413 0.324 0.000
H -5.424 12.326 27.461 -0.109 -0.672 -0.089 0.000
H -6.992 14.696 27.497 0.022 0.380 0.041 0.000
O -10.576 10.712 20.394 0.780 -0.924 2.426 -0.001
H -7.540 17.953 19.548 0.288 0.159 0.136 0.000
N -19.291 11.069 21.452 -0.195 1.058 0.768 0.000
H -14.201 12.075 26.777 -0.118 0.211 -0.087 0.000
O -12.141 13.648 20.427 -2.070 -2.287 -0.348 -0.001
H -17.943 9.661 21.940 0.962 -0.462 -0.265 0.000
H -11.795 12.028 18.975 -0.492 0.514 -0.428 0.000
H -13.265 20.054 17.762 0.247 -0.030 0.064 0.000
H -9.893 17.670 22.719 -0.230 -0.254 -0.222 0.000
H -16.075 10.657 20.406 0.229 -0.052 0.139 0.000
N -10.063 13.709 21.320 1.757 -2.858 1.837 0.003
H -10.894 10.790 24.202 -1.304 0.897 0.527 -0.035
H -11.066 18.089 19.817 -1.040 -0.006 0.004 0.000
C -9.404 17.204 17.834 -1.318 -0.281 -1.730 0.000
H -13.072 19.080 19.276 -0.238 -0.194 -0.281 0.000
C -14.271 16.030 18.606 4.617 -1.256 4.224 0.000
H -15.636 15.670 17.293 -0.412 1.110 -0.162 0.000
H -7.089 14.854 25.130 0.610 0.249 -0.274 0.000
H -18.942 11.567 22.259 0.005 0.971 0.087 0.000
C -6.817 13.891 25.563 -0.518 0.257 1.408 -0.001
H -11.884 15.079 26.729 -0.476 -0.024 -0.936 0.000
C -12.030 16.143 26.912 1.033 0.870 0.274 0.000
H -7.854 13.942 20.007 0.098 0.106 -0.247 0.000
H -7.578 16.320 22.711 0.122 0.137 0.071 0.000
C -9.704 17.291 23.723 -0.244 0.208 0.584 0.000
H -8.504 16.793 17.375 0.632 0.102 0.896 0.000
C -4.938 14.771 26.975 1.204 1.036 -0.245 0.000
H -12.792 18.084 26.166 -0.022 0.038 0.408 0.000
C -16.948 11.247 20.687 -1.079 -0.104 0.832 0.000
H -15.942 14.026 21.857 0.159 0.541 -0.605 0.000
O -8.082 13.223 25.735 0.051 -0.402 -1.785 0.003
H -4.993 16.432 20.925 -0.108 0.209 0.041 0.000
O -5.003 15.945 22.991 0.329 -0.175 -1.727 0.000
H -17.256 11.858 19.838 -0.188 -0.218 -0.357 0.000
H -3.206 16.854 22.463 0.094 0.400 0.292 0.000
C -9.750 9.353 23.574 0.767 -1.214 1.323 -0.015
H -4.601 14.724 21.207 1.084 0.090 0.582 0.000
C -13.110 12.290 25.173 1.260 1.953 -0.639 -0.003
H -9.692 9.240 21.589 0.238 0.139 -0.450 -0.003
H -14.492 16.833 24.909 -0.325 0.158 0.005 0.000
N -15.197 16.382 17.860 -5.250 3.654 -3.730 0.000
C -6.933 14.525 20.016 0.861 0.321 1.139 0.000
N -9.277 8.954 22.464 2.631 -2.521 -3.659 0.075
H -7.752 16.700 21.114 -0.025 -0.082 -0.163 0.000
C -18.569 9.410 19.873 1.301 -0.507 -0.197 0.000
C -3.679 16.392 23.330 -0.957 -1.041 0.085 0.000
O -16.655 12.211 21.741 1.093 -1.131 -1.109 0.000
H -14.635 14.270 17.839 0.803 -0.861 0.552 0.000
H -6.123 13.324 24.944 -0.019 -0.125 -0.289 0.000
H -12.517 20.734 19.261 -0.230 0.353 -0.132 0.000
N -8.489 17.996 19.891 -0.211 0.182 0.834 0.000
H -19.488 8.829 19.943 -0.072 0.263 0.645 0.000
H -12.991 14.282 24.631 -0.374 -0.143 0.403 0.000
H -8.849 19.229 18.291 0.091 0.055 -0.568 0.000
H -15.438 17.360 17.936 -0.675 -0.303 -0.602 0.000
H -14.599 13.000 21.808 0.046 -1.029 -0.046 0.000
N -10.951 15.485 20.523 0.284 3.047 -0.546 0.000
```
Forces are in eV/Å.

---

No. 2
The following is a quantum chemistry calculation of 13 unconnected molecules or ions with the total composition C25H76N14O13, from the Open Molecules 2025 dataset.

As for the frontier orbital gap: 9.6 eV. Its energy above the lowest of the compared OMol25 structures with the same formula, charge and spin is 1.100 eV. The calculation puts the calculated total energy at -2743.122498 hartree. As for the maximum force: 0.0948 Eh/bohr. Its net charge is 0.

Geometry as XYZ:
```
128
Properties=species:S:1:pos:R:3:forces:R:3:mulliken_charge:R:1
H 3.361 3.822 2.649 0.317 -0.001 -0.795 0.135
H 3.732 0.060 -4.298 -0.978 -0.757 0.189 0.199
H 3.537 2.047 -6.010 -0.242 -0.212 -0.821 0.185
H -6.650 -2.256 -0.181 -0.319 -0.289 -0.670 0.277
H 1.511 -2.506 -3.705 0.661 0.561 0.216 0.328
C -1.533 0.269 -3.974 -1.181 -0.569 0.012 -1.114
H -2.551 0.414 -3.616 0.000 0.195 0.488 0.459
H 5.730 1.512 -0.836 0.354 -0.555 -0.862 0.263
H -2.717 5.129 1.868 -0.817 -0.620 -0.386 0.451
H -0.152 1.900 0.957 0.077 0.485 -0.369 0.697
H -2.850 -2.071 -3.281 -0.390 0.189 0.404 0.253
H -1.997 -1.175 -5.409 -0.028 -0.430 0.295 0.266
H 1.567 -2.114 -2.153 -0.080 -0.086 1.369 -0.081
H -1.844 -3.232 -4.049 0.101 0.051 -0.464 0.446
H 0.160 -1.003 4.585 0.084 0.048 0.767 0.144
H 3.437 3.780 -0.906 0.196 0.485 0.580 0.309
H -1.350 -2.478 2.704 0.094 -0.162 -0.081 -0.203
C -2.655 1.919 6.169 0.190 0.090 0.715 -1.550
N -4.376 -0.520 1.989 -0.226 -0.643 -1.010 -0.189
O -0.024 -1.255 -4.864 0.683 -0.852 -0.377 -0.523
O -1.777 -2.406 0.107 -0.109 -0.200 -0.230 0.245
H 0.142 0.570 -1.156 0.762 -0.073 0.372 -0.653
O -1.431 1.246 4.137 -0.672 1.023 -0.687 -0.416
H -2.077 5.556 3.387 0.085 0.288 0.683 0.430
H 0.111 -4.256 -0.334 0.127 -0.217 -0.745 0.417
N 3.633 -3.503 -0.689 1.250 0.505 -1.926 -0.226
C 5.400 1.885 -2.849 -0.427 -0.781 -0.344 0.479
H 1.412 5.758 1.879 -0.088 0.705 0.757 0.253
H -3.502 1.204 4.358 -0.797 0.362 -0.938 0.226
H -4.138 -5.048 -0.710 0.367 -0.764 1.112 0.350
H 0.718 0.664 1.871 0.284 0.046 -0.241 0.311
C -1.399 -1.160 -4.478 0.586 1.759 -1.878 0.533
N 2.947 1.721 -6.796 0.072 0.453 1.176 -0.533
H 4.803 3.058 2.797 1.614 -0.940 0.453 0.226
H -1.220 4.972 -0.099 -0.340 0.299 0.474 0.303
H 2.527 -3.484 4.712 0.187 0.601 -0.642 0.225
H 0.187 -0.653 -5.613 -0.553 -0.236 0.452 0.288
C -1.829 -2.250 -3.576 0.212 -1.114 0.376 -1.047
H -0.972 6.803 1.635 0.160 0.171 -0.680 0.286
H -4.772 -3.510 -2.181 -0.402 -0.726 0.169 0.227
N 0.982 -1.512 4.896 -0.316 0.762 -0.551 -0.428
H -1.807 -4.202 2.930 -0.383 0.735 -0.337 0.452
O 5.554 3.350 0.308 -1.289 0.210 0.622 -0.781
H -7.300 -3.452 -1.355 -0.810 -0.668 -0.225 0.486
C 0.542 5.623 2.552 0.891 -1.575 -1.676 -0.977
H -4.276 -1.295 1.364 0.099 -0.855 0.295 0.134
H -1.717 1.760 6.681 0.613 0.088 0.128 0.376
H -0.777 0.434 -3.218 0.041 0.377 0.231 0.089
C 2.234 0.970 -0.506 -0.558 0.225 1.027 -0.965
H -1.741 -0.843 5.861 -0.299 0.738 -0.329 0.323
H -4.282 1.558 -0.479 -0.064 -0.859 0.616 0.200
H -0.952 -1.913 0.012 0.277 0.118 -0.146 -0.478
H 1.055 -1.316 0.700 0.270 0.256 -0.601 -0.788
H -2.984 -2.938 2.287 -0.111 -0.312 0.215 0.208
H -2.250 -4.357 0.461 0.658 0.363 0.240 -0.002
H 4.100 -2.926 -1.403 -0.559 -0.166 0.430 0.158
N 5.277 3.235 -2.550 -0.266 -0.764 -0.600 -0.343
H 5.409 3.577 -1.621 0.495 -0.122 0.626 0.267
H -1.206 -2.415 -2.697 0.035 0.531 0.228 -0.005
C 1.776 -1.797 3.845 0.997 -1.467 -0.791 0.360
C -0.072 -4.052 0.700 -0.827 0.330 0.830 -1.230
H 0.476 6.224 3.431 0.345 0.594 0.401 0.459
C 3.115 -1.391 -3.131 2.178 -0.079 2.283 0.420
H 1.803 3.423 -5.360 0.383 0.270 0.049 0.196
H 0.088 -4.970 1.271 0.174 0.136 -0.016 0.490
H -5.217 -4.582 0.736 0.274 0.069 0.024 0.232
N 1.186 2.766 -5.781 -0.793 0.028 0.199 -0.374
O 0.831 0.786 -6.769 -0.230 -0.628 -0.331 -0.726
C -4.323 0.669 1.349 0.034 0.373 0.763 0.514
H 1.026 -2.071 5.714 -0.393 -0.230 0.463 0.185
H -3.482 -0.673 5.782 -0.873 -0.400 0.737 0.452
C -5.123 -3.373 -1.141 -2.164 -0.657 -0.591 0.774
H -3.350 -2.637 -0.597 0.357 -0.018 -0.074 -0.060
H 2.812 0.418 -1.227 0.179 0.047 -0.533 -0.536
H -4.219 -0.581 2.978 -0.003 0.094 -0.162 0.149
N 4.243 3.577 2.196 -1.893 1.399 -2.010 -0.394
H 0.263 2.680 -5.406 -0.193 0.146 0.169 0.224
H 0.669 -3.288 1.009 -0.539 -0.466 0.161 -0.146
H 2.984 -3.258 3.026 -0.200 0.776 0.672 0.383
H 5.851 0.082 -1.917 -0.349 0.875 0.115 0.248
N 2.663 -2.823 3.936 -0.082 -1.040 1.078 -0.461
O 1.698 -1.170 2.794 -0.366 0.835 -0.913 -0.532
O 5.108 1.436 -3.999 0.613 0.878 2.137 -0.771
O 3.270 -3.711 1.529 0.064 -1.402 0.472 -0.752
C -1.546 -3.595 0.878 0.639 -0.085 -0.597 1.106
H -1.454 0.929 -4.835 0.463 0.180 0.070 0.320
H -3.384 1.557 6.943 0.127 0.588 -1.049 0.350
N 2.932 -0.605 -4.128 1.351 3.194 -3.422 0.003
H 4.875 3.891 -3.200 0.167 -0.527 -0.283 0.163
C -2.585 -0.435 5.265 0.054 -0.839 -0.768 -1.044
O -4.314 1.707 1.985 0.228 1.215 0.292 -0.684
H -1.492 4.077 2.675 -0.054 -1.731 0.243 -0.003
N 4.078 -1.783 0.650 0.173 0.749 0.015 -0.431
C 0.159 0.867 0.955 -0.268 -0.589 0.421 -1.952
H 3.544 -1.298 1.377 0.412 -0.058 -0.315 0.175
O -0.463 5.099 0.479 1.051 -0.188 -0.679 -0.484
C 1.601 1.678 -6.464 0.976 0.316 0.121 0.721
H -1.702 1.735 3.332 0.276 -0.397 0.608 0.113
N -4.269 0.647 -0.006 0.068 1.222 -0.808 -0.195
H 3.282 0.863 -7.174 0.184 -0.556 -0.286 0.285
C -1.843 5.041 2.477 0.760 2.171 -1.241 -1.060
H -2.639 -1.018 4.314 0.304 0.336 0.599 -0.151
C -6.541 -2.737 -1.182 2.094 0.687 1.163 -1.456
O 0.905 -1.065 -0.243 -0.165 -0.833 0.801 1.659
H -6.524 -1.967 -1.940 -0.333 0.284 -0.181 0.352
H 2.113 2.028 -0.764 0.029 -0.257 -0.355 0.496
H 3.573 -4.440 -0.931 -0.314 -1.860 -0.039 0.199
C -5.103 -4.709 -0.335 1.083 1.216 -1.786 -1.372
H -4.406 -0.168 -0.562 -0.012 -0.658 -0.082 0.103
N 3.438 4.193 0.036 0.611 -0.605 -0.288 -0.501
C 4.465 3.674 0.806 1.012 -0.597 1.285 0.799
H -5.802 -5.423 -0.723 -0.673 -0.250 -0.149 0.464
O 4.161 -1.192 -2.419 -2.090 -1.298 -0.239 -0.778
H 2.537 4.104 0.448 -0.804 0.122 0.334 0.201
C -2.622 1.043 4.924 1.361 -0.787 0.898 1.030
O -4.290 -2.413 -0.621 0.289 1.445 1.161 0.035
H 2.213 -0.682 -4.830 -0.194 -0.197 0.411 0.109
N 5.865 1.099 -1.774 -0.682 1.205 -1.215 -0.309
C 0.827 0.347 -0.300 0.508 1.242 -0.200 1.664
C -0.690 5.750 1.697 -1.742 -0.506 1.955 0.361
H 0.636 4.562 2.848 -0.153 0.288 0.169 0.082
C -1.955 -3.295 2.292 0.462 -0.485 0.797 -1.029
C 3.696 -3.099 0.564 -0.760 1.974 0.232 0.567
H -2.713 3.015 5.968 -0.340 -0.890 0.068 0.295
N 2.158 -2.346 -2.920 -0.814 -1.404 -0.671 -0.431
H 2.831 0.990 0.440 -0.589 -0.281 -0.440 0.148
H -0.730 0.262 1.042 -0.740 -0.060 0.258 0.177
H 4.142 -1.322 -0.275 -0.181 -0.131 0.957 0.197
```
Forces are in eV/Å.